1.
79
Properties=species:S:1:pos:R:3:forces:R:3 method="wB97M-V/def2-TZVPD" charge=+3 gap_ev="7.7 / 4.3" spin_multiplicity=6 homo_ev="-16.23 / -16.23" s_squared=8.797 largest_force_ev_per_a=0.50
Os 0.4928 -0.0146 -1.0786 0.3030 -0.0256 -0.4019
C 1.0634 -1.0890 5.5852 -0.0146 0.0160 0.0286
C 2.2025 -0.1891 5.2366 0.0133 0.0150 0.0009
C 3.0325 0.3466 6.1935 -0.0449 -0.0540 0.0018
C 4.0850 1.1880 5.8397 0.0211 0.0133 0.0201
C 4.3164 1.5419 4.4833 -0.0243 0.0036 -0.0587
C 3.5308 1.0260 3.4987 0.0148 -0.0125 0.0151
C 2.4803 0.1343 3.8504 -0.0598 0.0327 0.0144
N 1.6478 -0.4162 2.9256 0.1203 -0.0097 -0.0401
C 1.7863 -0.5039 1.5422 0.0110 -0.1173 0.0079
N 2.9939 -0.6391 1.0210 -0.0577 0.0363 -0.0139
C 3.3120 -0.8543 -0.3456 -0.0234 -0.0494 0.1022
C 2.3496 -0.6680 -1.3507 0.1121 0.0731 0.0059
C 2.7058 -0.9444 -2.6794 0.0031 -0.0021 0.0044
C 3.9854 -1.3798 -2.9775 -0.0520 0.0181 -0.0287
C 4.9231 -1.5201 -1.9651 -0.0027 -0.0148 0.0128
C 4.6130 -1.2648 -0.6291 -0.0430 -0.0054 -0.0410
C 5.6470 -1.4380 0.4482 0.0034 0.0115 0.0233
N 0.6823 -0.5409 0.8172 -0.2431 0.1024 0.0097
C -0.6362 -0.3676 1.4134 0.1446 -0.0152 0.0836
C -1.0272 0.9202 1.7825 -0.0510 0.0218 0.0030
C -2.2983 1.1155 2.2959 0.0418 -0.0281 -0.0194
C -3.1530 0.0257 2.4172 0.0111 0.0097 0.0067
C -2.7514 -1.2430 2.0186 0.0109 0.0119 0.0196
C -1.4811 -1.4773 1.5000 -0.0733 0.0221 0.0516
C -1.0575 -2.8503 1.0662 0.0344 -0.0576 -0.0357
H 1.0372 -1.2765 6.6551 0.0011 -0.0085 -0.0002
H 1.1405 -2.0531 5.0770 0.0073 -0.0257 0.0180
H 0.1037 -0.6324 5.3169 -0.0083 0.0040 -0.0102
H 2.8689 0.1077 7.2357 -0.0121 -0.0046 0.0080
H 4.7261 1.6000 6.6081 0.0067 0.0013 0.0197
H 5.0993 2.2498 4.2482 0.0109 0.0023 -0.0264
H 3.6559 1.3487 2.4748 0.0160 0.0039 -0.0297
H 0.7478 -0.7561 3.2558 0.0160 -0.0303 0.0564
H 3.7718 -0.7444 1.6612 -0.0368 0.0070 0.0137
H 1.9971 -0.7813 -3.4827 0.0183 0.0034 -0.0073
H 4.2616 -1.5823 -4.0030 0.0032 0.0037 -0.0019
H 5.9281 -1.8378 -2.2108 0.0034 -0.0104 -0.0089
H 6.5868 -1.7836 0.0253 -0.0047 0.0018 -0.0113
H 5.3442 -2.1830 1.1893 0.0008 -0.0098 0.0091
H 5.8626 -0.4934 0.9563 -0.0041 0.0057 0.0186
H -0.3439 1.7532 1.6557 0.0094 0.0098 -0.0024
H -2.6181 2.1046 2.5920 -0.0098 0.0123 0.0015
H -4.1471 0.1666 2.8200 -0.0171 0.0039 0.0061
H -3.4408 -2.0728 2.1061 -0.0061 -0.0181 0.0023
H -1.9250 -3.4975 0.9580 0.0021 -0.0059 0.0127
H -0.3956 -3.3171 1.7998 0.0116 -0.0045 0.0008
H -0.5261 -2.8432 0.1120 -0.0258 0.0262 0.0110
O -1.4438 -0.2986 -1.5876 -0.0464 -0.0062 0.0716
S -2.1948 -0.6128 -2.9658 0.0939 0.0699 0.1503
C -3.7816 -1.1012 -2.3768 -0.0032 0.0160 -0.0610
C -4.3275 -0.5924 -1.2033 0.0130 -0.0164 -0.0267
C -5.6109 -0.9794 -0.8624 -0.0322 -0.0320 -0.0230
C -6.3260 -1.8445 -1.6871 0.0123 0.0079 0.0069
C -5.7585 -2.3480 -2.8481 -0.0076 -0.0079 -0.0153
C -4.4672 -1.9840 -3.2023 -0.0319 0.0448 0.0758
C -2.4117 0.9445 -3.7347 -0.0351 -0.0114 -0.0100
C -1.9614 1.0094 -5.0502 -0.0048 0.0826 0.0313
C -2.1482 2.1895 -5.7564 0.0150 -0.0350 -0.0260
C -2.7570 3.2713 -5.1410 -0.0075 -0.0037 0.0197
C -3.1852 3.1948 -3.8155 0.0079 0.0338 -0.0337
C -3.0263 2.0250 -3.1025 0.0162 -0.0465 -0.0072
H -3.7609 0.0756 -0.5688 0.0179 0.0162 -0.0164
H -6.0666 -0.6015 0.0428 -0.0030 0.0179 0.0047
H -7.3346 -2.1284 -1.4192 0.0009 -0.0075 0.0115
H -6.3161 -3.0267 -3.4782 -0.0012 -0.0003 0.0017
H -4.0137 -2.3743 -4.1045 0.0181 -0.0092 -0.0147
H -1.4885 0.1548 -5.5170 0.0004 -0.0161 -0.0117
H -1.8224 2.2587 -6.7847 0.0067 0.0019 -0.0066
H -2.9088 4.1865 -5.6972 0.0156 0.0088 0.0055
H -3.6526 4.0521 -3.3510 -0.0164 -0.0120 0.0060
H -3.3699 1.9533 -2.0800 -0.0218 -0.0202 0.0230
F 0.6401 1.1725 -2.6857 0.0101 -0.0882 0.0043
As 1.0313 3.0944 -1.9484 -0.2602 0.1694 -0.0913
F 0.3050 3.6595 -3.3553 0.0205 -0.1024 0.0069
F -0.5137 2.7746 -1.2356 0.1376 0.0509 -0.0191
F 1.3298 4.5482 -1.1816 0.0371 -0.0372 -0.0060
F 1.6401 2.1241 -0.5663 -0.0357 -0.0732 0.0135
F 2.5214 2.8289 -2.6955 -0.0532 0.0419 0.0843

2.
99
Properties=species:S:1:pos:R:3:forces:R:3 method="wB97M-V/def2-TZVPD" charge=0 gap_ev=7.5 homo_ev=-8.84 smiles="C/C(Cl)=C(/Cl)C1=C(CCCCSc2nnco2)C(=O)C(I)=C(C(F)(F)C(F)(F)C(F)(F)C(F)(F)F)C1=O.O=C1OCCO1.O=C1OCCO1.O=C1OCCO1.O=C1OCCO1.O=C1OCCO1" largest_force_ev_per_a=2.51
C 2.4835 2.1615 -2.1040 0.1456 0.3733 -0.7880
C 1.2831 1.2307 -2.3018 -0.3243 0.2265 -0.1588
Cl -0.1299 1.9811 -3.1070 0.9533 -0.4223 0.6343
C 1.1880 -0.0573 -1.9377 0.9293 -0.2530 -0.0879
Cl -0.2843 -1.0288 -2.1923 1.3072 0.5073 0.2553
C 2.3952 -0.7340 -1.2790 -0.5251 -0.2627 0.6022
C 2.7989 -0.3637 -0.0427 0.2934 -0.2538 -0.3255
C 2.0989 0.6989 0.8304 0.0525 -1.1129 1.1579
C 2.3189 0.3578 2.3603 -0.5406 0.2201 -0.2392
C 1.3819 1.1860 3.2948 -0.1101 -0.3512 -0.0314
C -0.1423 0.9051 3.0617 -0.7726 0.2079 0.1917
S -0.8686 2.5044 2.4292 -0.7288 -1.2291 -0.5524
C -2.5794 2.1082 2.0405 0.1884 1.8051 1.0525
N -3.4835 3.0628 2.2565 1.3523 -2.0532 -0.4915
N -4.6596 2.5028 1.8631 -1.0814 -1.2118 -0.6676
C -4.4514 1.2790 1.4527 -0.0845 1.9212 0.6425
O -3.1116 0.9632 1.5431 -0.3550 0.2878 -0.0087
C 4.0650 -1.1066 0.4715 -1.1534 -0.3917 -0.7134
O 4.9200 -0.5692 1.1048 0.2845 0.0461 0.2871
C 4.1680 -2.6219 0.0776 -0.3214 0.3208 -0.3220
I 4.9982 -3.9035 1.5593 -0.2905 0.8015 -0.5718
C 3.7286 -3.0012 -1.1454 0.5679 0.3906 0.8210
C 3.7711 -4.4883 -1.5478 -0.6909 0.1426 0.0986
F 2.9669 -5.1699 -0.6480 0.5929 0.4516 -0.7973
F 5.0164 -5.0585 -1.4748 -0.8415 0.5745 -0.1134
C 3.2075 -4.8320 -2.9696 -0.5322 -1.1598 -0.1382
F 2.9767 -6.2015 -2.9666 0.3777 0.9180 0.0181
F 1.9832 -4.2861 -3.2039 1.2227 -0.0238 0.5026
C 4.1904 -4.5677 -4.1771 -0.6199 0.4987 -0.9289
F 5.1872 -3.6905 -3.8964 -0.7699 -0.6852 0.1852
F 3.4261 -4.0495 -5.1910 0.7910 -0.3929 0.7098
C 4.8691 -5.8540 -4.7782 1.6615 0.1250 -1.0180
F 5.5634 -6.5682 -3.8656 -1.1281 0.3251 -0.4857
F 5.8135 -5.4030 -5.6618 -0.7854 -0.1513 0.5781
F 4.0379 -6.6179 -5.5027 0.2809 0.3375 1.1128
C 3.1702 -1.8581 -2.0231 -1.1533 0.5094 0.8819
O 3.2613 -1.7973 -3.2138 0.2358 -0.5114 -0.2969
H 2.4584 2.9523 -2.8958 -0.1015 -0.6754 0.6068
H 2.4465 2.7208 -1.1447 -0.0995 -0.6512 -0.7303
H 3.4690 1.6532 -2.2289 -0.8887 0.0680 0.2673
H 1.0015 0.5517 0.6669 0.8949 0.4443 -0.2211
H 2.3969 1.7465 0.6195 -0.1510 -0.7210 -0.0183
H 2.0465 -0.7204 2.4822 0.4314 0.7592 0.0492
H 3.3678 0.5309 2.6804 -0.6374 -0.2173 -0.3205
H 1.6400 0.9219 4.3500 -0.2200 0.3420 -0.7904
H 1.5710 2.2763 3.1552 0.0497 -0.6620 0.1909
H -0.7063 0.6972 4.0051 0.7178 0.0715 -0.6429
H -0.3528 0.0640 2.3530 0.4255 1.2726 0.8140
H -5.2709 0.6420 1.0889 1.1390 -0.0639 0.1863
C -2.6287 -3.7751 1.1251 -0.0818 -0.5705 0.0303
C -3.2298 -2.8146 2.1126 -0.5777 -0.0043 0.0881
O -2.0858 -2.1115 2.5994 0.3934 0.0309 -0.2533
C -1.1217 -2.2017 1.6503 0.0604 -0.1930 -0.2825
O -0.0978 -1.5806 1.6717 -0.1333 -0.7593 -0.2812
O -1.4597 -3.0754 0.6814 0.1355 0.5508 0.3180
H -3.2947 -3.9888 0.2899 0.1984 0.0913 -0.1067
H -2.3242 -4.7225 1.5868 -0.0803 0.7608 -0.2580
H -3.9108 -2.0984 1.6444 0.0750 0.0440 0.0197
H -3.7518 -3.3201 2.9234 0.1807 0.1075 0.0991
C 4.1240 6.4610 -0.8268 0.5785 0.2019 -0.2408
C 3.1545 7.3353 -0.0793 0.0990 0.5376 0.1810
O 1.9091 6.6741 -0.2879 0.1695 -0.4411 -0.0740
C 2.1785 5.3742 -0.5581 -0.3175 0.0664 -0.0276
O 1.3545 4.5155 -0.6199 0.0525 0.2125 0.1256
O 3.5089 5.1752 -0.7515 -0.3769 0.0444 0.1224
H 5.1130 6.4462 -0.3715 -0.0747 -0.2245 0.0135
H 4.2209 6.7451 -1.8770 -0.0945 -0.0166 0.0298
H 3.3612 7.3692 0.9934 -0.0174 -0.0538 -0.0271
H 3.1241 8.3525 -0.4658 -0.2145 -0.0915 -0.0422
C -1.0292 5.2571 -4.4615 -0.3200 -0.4673 -0.2174
C -1.5424 6.2247 -3.4304 -0.5077 0.0059 0.2378
O -0.3488 6.8561 -2.9713 0.2602 -0.0704 -0.3689
C 0.5795 6.7387 -3.9554 0.1816 0.0824 0.0362
O 1.6302 7.3003 -3.9585 -0.0921 -0.1180 0.0565
O 0.1547 5.8979 -4.9353 0.0880 0.3258 0.3370
H -1.7366 5.0966 -5.2739 0.1898 0.0936 -0.1048
H -0.7573 4.2933 -4.0304 0.0249 0.1141 0.0142
H -2.2023 6.9835 -3.8587 0.0643 0.0025 -0.0092
H -2.0595 5.7286 -2.6104 0.1891 0.1022 0.0999
C -0.9202 -8.4183 -0.2684 0.4894 -0.1916 -0.3478
C -2.1301 -9.2709 0.0009 -0.0996 -0.5196 -0.2595
O -2.7241 -8.6260 1.1273 0.1687 0.4383 -0.0095
C -2.3104 -7.3359 1.1197 -0.0700 0.0140 0.1382
O -2.7523 -6.4811 1.8265 -0.0510 -0.9304 0.0378
O -1.3299 -7.1362 0.2056 -0.3668 -0.0481 0.2954
H -0.6617 -8.3781 -1.3251 -0.0288 0.2240 0.0683
H -0.0442 -8.7410 0.2986 -0.0534 0.0344 0.0231
H -2.8425 -9.2621 -0.8273 0.0145 0.0494 0.0414
H -1.8725 -10.3025 0.2343 -0.1187 0.0808 0.1824
C -6.7721 3.1437 5.3896 0.4344 -0.3067 0.0478
C -7.1330 4.1063 4.2930 0.3352 0.1341 -0.5935
O -8.5163 4.3600 4.5351 0.0113 -0.1828 0.4486
C -8.7526 4.1017 5.8489 -0.3357 0.1235 0.1421
O -9.7631 4.3691 6.4155 0.1762 -0.0624 -0.0789
O -7.6807 3.4978 6.4311 -0.2331 0.1780 -0.2378
H -5.7404 3.2525 5.7198 -0.1185 0.0314 0.1555
H -6.9460 2.1023 5.1071 -0.0381 0.0407 -0.0077
H -6.5837 5.0480 4.3652 -0.0188 -0.0384 0.0376
H -6.9823 3.6846 3.3006 -0.1377 0.0756 0.0153

3.
79
Properties=species:S:1:pos:R:3:forces:R:3 method="wB97M-V/def2-TZVPD" charge=+1 gap_ev=8.0 homo_ev=-10.49 de_lowest_kj_mol=0.0 largest_force_ev_per_a=0.28
Sc 1.9997 -0.2639 0.3832 0.1992 0.1122 0.1663
C 1.6090 0.4465 4.6059 -0.0041 -0.0292 0.0047
C 1.8489 -0.4286 3.4167 -0.0251 0.0386 -0.0180
O 1.5676 0.1285 2.2606 0.0667 0.0239 -0.0218
C 2.2991 -1.7110 3.5331 0.0062 0.0075 0.0183
C 2.4195 -2.6428 2.4507 0.0179 -0.0095 -0.0090
C 2.6303 -4.0892 2.7750 -0.0053 0.0000 0.0004
N 2.3048 -2.2488 1.2098 -0.1066 -0.0371 -0.0805
N 2.2987 -3.2653 0.2461 -0.0063 0.0158 -0.0144
C 1.8579 -2.8069 -0.8783 0.0059 -0.0122 0.0036
O 1.4901 -1.5397 -1.0307 -0.0493 -0.0166 -0.0698
C 1.7513 -3.6948 -2.0552 0.0123 -0.0230 0.0135
C 2.1075 -5.0395 -1.9610 0.0000 -0.0046 -0.0049
C 2.0018 -5.8622 -3.0684 0.0038 -0.0008 0.0075
C 1.5410 -5.3522 -4.2761 -0.0049 0.0048 -0.0069
C 1.1858 -4.0153 -4.3737 0.0031 -0.0024 -0.0053
C 1.2903 -3.1875 -3.2661 0.0018 0.0072 0.0094
H 0.5548 0.7290 4.6311 -0.0004 0.0077 0.0022
H 2.1885 1.3662 4.5098 -0.0023 0.0056 0.0068
H 1.8686 -0.0490 5.5377 0.0064 0.0006 -0.0013
H 2.4800 -2.0908 4.5274 -0.0041 -0.0008 0.0017
H 2.8393 -4.2212 3.8331 -0.0005 -0.0029 0.0018
H 3.4398 -4.5006 2.1745 0.0019 0.0001 0.0004
H 1.7357 -4.6560 2.5126 0.0014 -0.0009 -0.0016
H 2.4629 -5.4259 -1.0160 -0.0004 -0.0001 0.0022
H 2.2781 -6.9053 -2.9920 -0.0004 -0.0017 0.0011
H 1.4589 -5.9986 -5.1399 -0.0005 -0.0006 -0.0009
H 0.8268 -3.6166 -5.3132 -0.0009 -0.0008 -0.0007
H 1.0163 -2.1437 -3.3332 -0.0029 -0.0017 -0.0005
Cl -8.8744 0.8594 -2.6587 -0.0029 -0.0031 -0.0041
C -7.2536 1.1196 -2.1147 -0.0040 -0.0003 0.0029
C -6.9167 2.3190 -1.5074 -0.0026 -0.0081 -0.0003
C -5.6189 2.5112 -1.0670 0.0041 0.0076 -0.0049
C -4.6490 1.5291 -1.2284 -0.0018 0.0082 -0.0013
C -3.2351 1.7492 -0.7519 0.0107 0.0026 0.0149
C -2.3356 2.2062 -1.9006 0.0087 -0.0012 -0.0082
N -0.9508 2.2205 -1.4389 -0.0071 -0.0138 0.0155
C -0.2965 3.2712 -0.8399 0.0246 -0.0024 -0.0214
C 0.8568 2.7642 -0.3324 0.0051 0.0390 0.0217
N 0.9111 1.4130 -0.6061 -0.1052 -0.1422 -0.0765
C -0.1987 1.1265 -1.2746 -0.0116 0.0669 0.0056
O -3.1845 2.7269 0.2671 -0.0200 -0.0170 -0.0110
C -2.5993 2.3188 1.5099 0.0204 0.0124 0.0017
C -3.0409 0.9686 1.9827 -0.0107 -0.0098 -0.0083
C -4.3170 0.6433 2.3395 -0.0047 0.0064 -0.0044
Cl -5.6597 1.7042 2.3928 0.0082 -0.0028 0.0079
S -4.4888 -1.0055 2.7659 -0.0025 -0.0001 -0.0028
C -2.8274 -1.2936 2.4805 0.0057 -0.0029 -0.0050
C -2.1837 -0.1681 2.0713 -0.0070 -0.0071 0.0229
C -5.0227 0.3425 -1.8484 0.0063 -0.0126 0.0079
Cl -3.8481 -0.9295 -2.0760 -0.0016 0.0004 -0.0065
C -6.3143 0.1177 -2.2914 0.0044 0.0161 0.0023
H -7.6670 3.0853 -1.3753 -0.0024 0.0005 -0.0003
H -5.3482 3.4302 -0.5652 0.0013 -0.0007 0.0007
H -2.8469 0.7956 -0.3849 0.0009 0.0045 -0.0063
H -2.6091 3.2120 -2.2154 0.0000 -0.0028 -0.0025
H -2.4156 1.5322 -2.7522 -0.0064 -0.0035 0.0028
H -0.7135 4.2623 -0.8263 -0.0044 0.0012 0.0011
H 1.6477 3.2674 0.1982 -0.0055 -0.0020 0.0047
H -0.4744 0.1484 -1.6398 0.0007 -0.0029 0.0068
H -2.8892 3.0973 2.2151 0.0017 -0.0032 0.0037
H -1.5059 2.3234 1.4263 -0.0086 0.0048 0.0025
H -2.4165 -2.2786 2.6299 0.0013 -0.0037 0.0040
H -1.1230 -0.1272 1.8579 0.0082 0.0037 -0.0027
H -6.5824 -0.8173 -2.7609 -0.0001 -0.0020 -0.0016
N 4.2294 -0.0006 -0.0233 -0.0348 0.0143 0.0750
C 4.3406 1.4411 0.0040 -0.0093 -0.0235 0.0069
C 4.2846 2.0873 1.2324 0.0012 0.0222 0.0011
C 4.3241 3.4749 1.2736 -0.0065 -0.0134 0.0027
C 4.4023 4.2064 0.0979 -0.0005 0.0037 0.0026
C 4.4388 3.5489 -1.1250 -0.0056 0.0054 -0.0111
C 4.4051 2.1644 -1.1785 0.0036 -0.0128 0.0057
H 4.7885 -0.4313 0.7085 0.0014 -0.0302 -0.0330
H 4.5224 -0.3969 -0.9115 0.0252 0.0269 -0.0007
H 4.2269 1.5125 2.1507 0.0031 -0.0010 -0.0071
H 4.2985 3.9810 2.2292 0.0020 -0.0022 0.0021
H 4.4398 5.2865 0.1341 -0.0006 -0.0005 -0.0049
H 4.5001 4.1155 -2.0442 0.0018 -0.0006 -0.0007
H 4.4377 1.6504 -2.1319 0.0030 0.0025 -0.0043